Record 1
C21H18F5N5OSeTeV | wB97M-V/def2-TZVPD

Calculated values
total charge = +1
max |F| = 3.7 eV Å⁻¹
DFT total energy = -143475.6206 eV
highest occupied orbital energy (spin up / spin down) = -10.5 / -10.5 eV
orbital gap (spin up / spin down) = 4.13 / 4.15 eV

Structure (XYZ):
```
53
C21H18F5N5OSeTeV | OMol25 | wB97M-V/def2-TZVPD
V 1.4814 0.1202 -1.6373
N 7.6308 7.3298 0.0982
C 6.8112 6.5251 0.0972
C 5.7942 5.5168 0.1060
C 5.5851 4.7544 1.2556
C 4.6217 3.7661 1.2692
C 3.8434 3.5194 0.1374
C 4.0498 4.3030 -1.0072
C 5.0171 5.2884 -1.0273
C 2.8744 2.4202 0.0127
C 3.1830 1.1070 0.4054
C 4.1671 0.5803 1.2651
C 3.9045 -0.7777 1.4212
C 2.8050 -1.0716 0.6223
N 2.3710 0.0457 0.0075
C 1.6099 2.7097 -0.5546
C 0.9273 3.9358 -0.5676
C -0.3473 3.7023 -1.0870
C -0.4081 2.3547 -1.4088
N 0.7527 1.7432 -1.0776
H 6.1871 4.9441 2.1335
H 4.4431 3.2165 2.1833
H 3.4756 4.0982 -1.8996
H 5.1808 5.8769 -1.9194
H 4.9691 1.1293 1.7279
H 4.4569 -1.4801 2.0222
H 2.3294 -2.0242 0.4458
H 1.3210 4.8730 -0.2085
H -1.1378 4.4234 -1.2087
H -1.1985 1.8118 -1.9028
C -3.9191 -0.3912 -2.1808
N -3.7336 -1.6986 -1.5841
C -4.3654 -2.8347 -1.9914
C -3.8537 -3.8643 -1.2658
N -2.9198 -3.3407 -0.4232
C -2.0762 -4.1061 0.4786
C -2.8316 -2.0091 -0.6252
Se -1.6842 -0.8581 0.2484
H -3.5539 -0.4060 -3.2073
H -3.3561 0.3392 -1.6097
H -4.9731 -0.1210 -2.1696
H -5.1168 -2.8351 -2.7609
H -4.0887 -4.9133 -1.2913
H -2.5399 -5.0717 0.6605
H -1.9592 -3.5712 1.4167
H -1.0972 -4.2543 0.0247
F 0.5149 -3.5801 -1.6771
Te 0.6024 -2.1245 -2.9676
F -1.3275 -2.4564 -2.9672
F 2.6376 0.8207 -2.5767
F 2.5353 -1.8951 -2.2408
F 0.0896 -0.2060 -3.6349
O 0.3437 -1.0567 -1.4171
```

---

Record 2
C21H18FN3O2S2 | wB97M-V/def2-TZVPD

Calculated values
total charge = 0
max |F| = 1.7 eV Å⁻¹
DFT total energy = -55021.7935 eV
highest occupied orbital energy = -8.0 eV
orbital gap = 8.06 eV

Structure (XYZ):
```
47
C21H18FN3O2S2 | OMol25 | wB97M-V/def2-TZVPD
C 0.9415 0.3628 2.5386
C 0.1683 0.9474 1.4118
C -1.0323 1.5924 1.4138
C -1.3290 1.9535 0.0671
C -2.5443 2.5228 -0.4740
O -2.6065 3.1667 -1.4994
C -3.8543 2.2833 0.2840
S -4.0178 0.6987 1.1747
C -3.0431 -0.3100 0.1731
N -2.8609 -0.2483 -1.1110
N -1.9022 -1.1346 -1.4047
C -1.5483 -1.7143 -0.2989
C -0.5167 -2.7024 -0.0883
C -0.4586 -3.4146 1.1106
C 0.5404 -4.3425 1.3303
C 1.5033 -4.5746 0.3601
C 1.4727 -3.8702 -0.8316
C 0.4692 -2.9447 -1.0464
F 0.4825 -2.2423 -2.1899
O -2.2620 -1.2401 0.7576
C -0.2643 1.5081 -0.7112
C -0.0984 1.5586 -2.1827
N 0.6113 0.8748 0.1097
C 1.8459 0.2607 -0.2980
C 3.0128 1.1743 -0.0743
C 3.0256 2.5329 -0.0340
C 4.3180 3.0635 0.1891
C 5.2637 2.1015 0.3134
S 4.6002 0.5203 0.1661
H 1.0187 -0.7222 2.4409
H 0.4388 0.5874 3.4748
H 1.9504 0.7741 2.5745
H -1.6272 1.8138 2.2775
H -4.6739 2.3710 -0.4294
H -3.9719 3.0449 1.0575
H -1.2110 -3.2275 1.8614
H 0.5690 -4.8874 2.2611
H 2.2830 -5.3002 0.5316
H 2.2170 -4.0247 -1.5966
H -0.1583 0.5541 -2.6053
H -0.8987 2.1574 -2.6062
H 0.8591 2.0018 -2.4546
H 1.9947 -0.6674 0.2649
H 1.7697 -0.0013 -1.3588
H 2.1455 3.1395 -0.1524
H 4.5256 4.1163 0.2515
H 6.3161 2.2127 0.4816
```

---

Record 3
C21H18N4O3S | wB97M-V/def2-TZVPD

Calculated values
total charge = 0
max |F| = 4.9 eV Å⁻¹
DFT total energy = -45001.9341 eV
highest occupied orbital energy = -8.1 eV
orbital gap = 7.19 eV
relative energy (zero: lowest compared OMol25 entry of this formula, charge and spin) = 631.37 kJ/mol

Structure (XYZ):
```
47
C21H18N4O3S | OMol25 | wB97M-V/def2-TZVPD
N -3.7260 -5.9345 -2.7922
C -2.3063 -5.6442 -2.5296
C -1.9518 -4.1771 -2.4694
N -1.7033 -3.7723 -1.0224
C -0.8305 -2.6822 -0.7039
C 0.4499 -2.6819 -1.1574
C 1.3935 -1.6254 -0.8076
C 0.9765 -0.6134 0.1133
C 2.0351 0.4359 0.6766
O 3.1954 0.0693 0.6959
N 1.6718 1.8322 0.8320
C 2.5088 2.7436 1.4686
C 3.7639 2.9758 0.8950
C 4.5809 3.9503 1.4894
C 4.2005 4.4789 2.7099
C 3.0796 4.0839 3.3957
C 2.1121 3.3461 2.6418
S 0.4019 3.3612 3.0950
C -0.3772 3.0993 1.5534
C -1.4913 3.8376 1.2769
C -1.9911 3.7105 -0.0556
C -1.3344 2.8787 -0.9800
C -0.2214 2.2091 -0.7054
C 0.3666 2.4065 0.5461
C -0.3642 -0.7024 0.7078
C -1.2684 -1.6861 0.2072
N -2.6078 -1.4756 0.4672
O -2.9050 -1.2738 1.7174
O -3.3927 -1.5287 -0.4924
H -4.3629 -5.6145 -2.0508
H -3.8713 -6.9037 -2.9807
H -2.1235 -6.1687 -1.5913
H -1.7142 -6.1087 -3.3611
H -2.7762 -3.4901 -2.8300
H -1.0480 -4.0216 -3.0358
H -2.4519 -3.7143 -0.3819
H 0.7590 -3.5857 -1.8229
H 2.4184 -1.6392 -1.1686
H 4.0877 2.5507 -0.0847
H 5.5477 4.2630 1.0458
H 4.9923 5.1021 3.1761
H 2.8226 4.5295 4.3938
H -1.9575 4.3622 2.0855
H -2.8020 4.4010 -0.3166
H -1.6309 2.6942 -1.9599
H 0.4895 1.7630 -1.4846
H -0.6439 -0.0406 1.5942
```

---

Record 4
C21H18N6O2S | wB97M-V/def2-TZVPD

Calculated values
total charge = 0
max |F| = 3.0 eV Å⁻¹
DFT total energy = -45938.4717 eV
highest occupied orbital energy = -8.4 eV
orbital gap = 8.29 eV
relative energy (zero: lowest compared OMol25 entry of this formula, charge and spin) = 199.54 kJ/mol

Structure (XYZ):
```
48
C21H18N6O2S | OMol25 | wB97M-V/def2-TZVPD
C -5.0765 0.0790 3.8519
O -4.3068 -1.1261 3.9871
C -3.4783 -1.5558 2.9808
C -2.9993 -2.8854 3.0786
N -2.2830 -3.4882 2.1174
C -1.9419 -2.8066 1.0243
C -1.3288 -3.4610 -0.0191
C -1.0392 -2.7585 -1.1674
C -1.3084 -1.4073 -1.3427
C -1.0568 -0.7144 -2.6332
C -1.9650 -1.3190 -3.7518
N 0.3720 -0.8068 -2.9433
N 0.9087 -1.7641 -3.7697
N 2.2097 -1.6911 -3.7101
C 2.5431 -0.7072 -2.7756
C 3.8143 -0.2059 -2.2693
C 3.8346 0.8262 -1.3824
N 2.6368 1.4621 -0.9403
C 2.6927 2.4947 0.0134
C 3.8658 3.0222 0.4954
C 3.6850 3.9009 1.6184
C 4.8086 4.4955 2.4094
N 2.4443 4.1499 1.9350
S 1.3949 3.2540 0.9478
C 1.4294 0.9571 -1.4024
O 0.3780 1.4788 -1.1168
C 1.3847 -0.1542 -2.3079
C -1.9382 -0.7071 -0.2915
C -2.3125 -1.4268 0.8695
C -3.0707 -0.8222 1.8637
H -5.6989 0.2983 4.7194
H -4.3813 0.9416 3.7811
H -5.7090 0.0100 2.9635
H -3.2386 -3.4480 3.9306
H -1.0593 -4.5136 0.0768
H -0.5814 -3.3460 -1.9649
H -1.3677 0.3518 -2.5636
H -1.8186 -0.7683 -4.6627
H -3.0053 -1.2330 -3.4422
H -1.6723 -2.3468 -3.9313
H 4.7241 -0.6666 -2.6557
H 4.8400 1.1376 -1.0388
H 4.8805 2.7852 0.1084
H 4.5743 4.5646 3.4880
H 5.0640 5.5052 2.0472
H 5.6867 3.8511 2.3473
H -2.1201 0.3561 -0.3090
H -3.4145 0.2079 1.7367
```

---

Record 5
C21H18N7O3STa | wB97M-V/def2-TZVPD

Calculated values
total charge = +2
max |F| = 3.3 eV Å⁻¹
DFT total energy = -51014.4244 eV
highest occupied orbital energy = -14.6 eV
orbital gap = 6.40 eV

Structure (XYZ):
```
51
C21H18N7O3STa | OMol25 | wB97M-V/def2-TZVPD
Ta -0.3258 1.0895 0.1323
C -3.6897 2.5067 -2.4017
C -2.3908 2.0165 -1.8964
N -2.0260 2.0738 -0.6453
N -2.7317 2.8102 0.2484
C -2.0035 3.4517 1.1109
N -2.5362 4.2379 2.0288
S -0.2014 3.3923 1.0647
C -1.3149 1.5590 -2.7820
C -1.4793 1.3706 -4.1517
C -0.3714 1.0694 -4.9339
C 0.8743 1.0026 -4.3278
C 0.9627 1.1844 -2.9542
N -0.0975 1.4471 -2.1954
H -4.2743 2.9065 -1.5765
H -4.2421 1.6853 -2.8609
H -3.5612 3.2779 -3.1601
H -3.5404 4.3378 2.0852
H -1.9531 4.8503 2.5784
H -2.4574 1.4635 -4.5954
H -0.4840 0.9026 -5.9949
H 1.7680 0.8205 -4.9028
H 1.9191 1.1386 -2.4472
C 4.4079 -2.1345 3.6826
O 4.0179 -3.0113 2.6333
C 3.1703 -2.6413 1.7098
C 2.7819 -3.6268 0.7669
C 1.8309 -3.3703 -0.1750
C 1.1887 -2.1086 -0.2715
C 0.0713 -1.8981 -1.1409
C -0.2922 -2.9324 -2.1608
O -0.6874 -0.8896 -1.0844
C 1.6657 -1.0861 0.6163
O 1.1256 0.1183 0.5250
C 2.6225 -1.3546 1.5785
H 4.9371 -2.7559 4.4029
H 3.5395 -1.6787 4.1616
H 5.0851 -1.3589 3.3161
H 3.2394 -4.6006 0.8462
H 1.5309 -4.1658 -0.8397
H -0.6613 -3.8246 -1.6575
H 0.5621 -3.2131 -2.7725
H -1.0853 -2.5457 -2.7947
H 2.9205 -0.5506 2.2352
N -1.3215 0.5245 1.7480
C -1.3566 0.1698 2.8831
C -1.2108 -0.1696 4.1611
C 0.0432 -0.7588 4.4479
N 1.0894 -1.2040 4.5859
C -2.1515 0.1043 5.1784
N -2.9043 0.3661 5.9968
```

---

Question: Which of these has the lowest DFT total energy?
Answer: C21H18F5N5OSeTeV